1.
{"formula": "C27H20N7O8Os", "method": "ωB97M-V/def2-TZVPD", "homo_energy_ev": [-11.39, -11.39], "homo_lumo_gap_ev": [6.786, 6.787], "spin_multiplicity": 1, "total_energy_ev": -57586.44702, "de_lowest_kj_mol": 0.0, "charge": 1, "molar_mass_da": 760.728, "symbols": ["H", "C", "C", "C", "C", "H", "H", "N", "H", "N", "Os", "H", "H", "O", "C", "C", "C", "H", "H", "H", "N", "H", "O", "C", "C", "C", "H", "C", "H", "H", "H", "H", "H", "C", "N", "O", "H", "C", "H", "O", "C", "C", "C", "C", "N", "N", "C", "C", "C", "C", "O", "C", "O", "C", "N", "C", "H", "H", "O", "C", "C", "C", "O"], "coordinates": [[0.685, 1.164, -3.540], [2.269, 0.500, -4.812], [-3.263, -0.568, 0.649], [0.795, -1.362, -0.641], [-1.222, 2.743, 0.625], [-5.337, 1.279, -1.327], [1.965, 1.109, -5.651], [-3.179, -0.290, -1.783], [3.387, -1.701, -1.838], [1.224, 0.791, 1.323], [-0.337, -0.141, 2.011], [4.243, -1.495, 2.821], [1.261, -2.900, -2.198], [-6.993, 2.279, 2.024], [1.556, 0.530, -3.629], [-3.820, -0.006, -0.485], [3.387, -0.325, -4.925], [0.096, -4.598, -0.491], [-2.251, 2.971, 0.876], [4.035, -0.252, 4.054], [4.741, -0.371, -7.127], [-2.454, -1.268, 0.520], [-3.679, 0.187, -2.774], [0.678, 1.608, 0.276], [0.867, -2.679, -1.221], [1.940, -0.283, -2.561], [-0.031, -1.759, 4.314], [3.531, -1.063, 3.526], [-0.344, 4.803, 0.238], [3.561, 1.819, 0.587], [-0.673, -3.102, 1.641], [-5.293, 0.855, 2.945], [1.936, 3.489, -0.123], [-3.760, -0.231, 1.898], [1.091, -0.883, 3.122], [-2.211, -1.033, -1.778], [4.161, 0.160, 0.531], [-5.412, 1.119, 0.820], [4.668, -1.743, -3.950], [-1.827, -0.952, 3.158], [3.790, -1.120, -3.856], [-0.166, -2.767, 0.747], [1.175, -0.226, -1.301], [-4.870, 0.606, 1.982], [-0.778, 1.544, 0.636], [-6.577, 2.032, 0.916], [0.973, 3.087, 0.149], [2.410, 0.415, 1.724], [-0.173, 3.740, 0.309], [4.139, -0.349, -6.151], [-7.028, 2.457, -0.125], [2.329, -0.554, 2.803], [0.936, -1.715, 4.193], [-3.131, -0.718, 3.187], [0.115, -1.487, 0.590], [0.261, -3.541, -0.363], [4.413, 1.133, 1.975], [3.256, -1.823, 4.250], [0.873, 1.049, -1.012], [3.704, 0.915, 1.176], [-4.904, 0.845, -0.438], [3.064, -1.101, -2.679], [-3.801, -0.825, 4.179]], "forces_ev_per_a": [[0.000, 0.001, 0.002], [-0.001, 0.001, -0.009], [0.074, -0.025, -0.053], [-0.073, 0.175, -0.036], [-0.070, -0.010, 0.038], [0.005, -0.004, -0.005], [-0.002, 0.001, 0.002], [-0.360, -0.558, -0.090], [-0.007, -0.013, 0.000], [-0.020, -0.060, 0.048], [-0.208, -0.128, 0.062], [-0.001, 0.011, -0.004], [0.002, -0.025, 0.000], [0.013, 0.041, 0.037], [-0.018, -0.025, -0.006], [0.080, 0.119, 0.061], [0.001, -0.013, 0.038], [0.016, 0.002, 0.001], [0.004, -0.022, 0.013], [-0.004, -0.001, 0.007], [0.002, 0.005, 0.002], [0.067, 0.021, 0.062], [0.104, 0.207, 0.006], [-0.237, 0.022, -0.059], [-0.042, -0.083, 0.042], [0.014, -0.028, -0.070], [0.014, 0.002, -0.027], [0.002, -0.002, 0.000], [0.017, 0.000, -0.006], [-0.009, -0.006, -0.013], [-0.012, -0.013, -0.013], [-0.004, -0.007, -0.001], [0.001, -0.008, -0.010], [-0.027, -0.045, -0.019], [0.023, 0.033, 0.112], [0.149, 0.216, 0.051], [0.013, 0.001, 0.013], [0.003, 0.030, -0.024], [-0.001, -0.002, 0.002], [0.072, 0.005, -0.096], [-0.005, 0.014, -0.019], [0.026, 0.056, 0.044], [-0.238, -0.283, 0.006], [0.047, 0.020, 0.035], [0.108, -0.115, -0.127], [-0.049, -0.112, -0.032], [-0.026, 0.032, 0.036], [0.048, -0.019, -0.030], [0.012, 0.024, -0.017], [0.002, -0.001, -0.023], [0.017, 0.044, -0.007], [0.010, -0.012, -0.009], [0.017, -0.019, 0.028], [-0.072, 0.198, 0.063], [0.024, 0.144, -0.083], [0.047, 0.015, -0.086], [-0.005, 0.005, 0.004], [0.000, -0.005, -0.004], [0.428, 0.214, 0.097], [0.006, -0.002, -0.001], [0.024, 0.020, 0.017], [-0.010, 0.050, 0.043], [0.011, -0.083, 0.008]]}



2.
{"formula": "C27H21BrF4N5NaOP", "method": "ωB97M-V/def2-TZVPD", "homo_energy_ev": -11.09, "homo_lumo_gap_ev": 8.481, "spin_multiplicity": 1, "total_energy_ev": -132451.50849, "charge": 1, "molar_mass_da": 641.359, "symbols": ["C", "C", "H", "C", "H", "H", "C", "C", "Br", "F", "F", "H", "C", "C", "H", "C", "F", "H", "N", "C", "H", "H", "C", "C", "H", "O", "C", "H", "H", "C", "H", "N", "H", "C", "C", "N", "N", "H", "N", "C", "H", "F", "C", "C", "C", "P", "C", "C", "C", "C", "H", "H", "Na", "H", "C", "H", "C", "H", "H", "C", "C"], "coordinates": [[-2.434, -0.799, -3.333], [-3.726, 1.269, -0.295], [-5.535, 2.332, 0.137], [3.479, -1.098, 0.228], [2.008, 3.404, 4.640], [5.003, -1.668, -1.206], [-0.397, 0.254, -4.846], [-3.694, -1.061, 0.310], [1.192, 1.177, -2.759], [-1.512, -0.437, -6.794], [-3.516, -1.490, -5.308], [-6.652, 0.363, 1.135], [-0.897, 1.980, 2.760], [0.116, -2.843, 1.596], [5.116, -1.965, 1.316], [-0.982, 2.269, 4.113], [0.578, 0.734, -5.610], [-1.741, 1.559, 2.223], [0.046, 2.766, 4.796], [-0.629, -1.531, -0.294], [-1.903, 2.087, 4.653], [-0.196, -2.374, -2.224], [3.812, 3.382, 0.406], [4.026, -1.992, 1.298], [0.939, -4.358, -1.318], [2.580, -0.313, 0.480], [-2.496, -0.887, -4.718], [4.308, 3.477, -0.546], [-5.469, -1.802, 1.248], [-5.646, 0.276, 0.747], [-0.911, -0.980, 1.772], [3.545, 3.514, 2.588], [4.023, -0.242, -1.647], [2.475, 3.056, 1.984], [-1.475, -0.356, -5.476], [2.585, 2.951, 0.625], [0.219, 2.210, 2.072], [3.604, -1.710, 2.259], [4.393, 3.711, 1.560], [-3.061, 0.044, -0.252], [1.125, -4.679, 1.127], [-3.424, -1.380, -2.659], [1.239, 2.735, 2.746], [4.013, -1.219, -1.169], [0.541, -3.613, -0.641], [-1.355, 0.046, -0.858], [-1.394, -0.163, -2.672], [-5.022, 1.382, 0.188], [-0.101, -2.491, -1.152], [-0.504, -1.716, 1.085], [3.325, -1.857, -1.731], [0.185, -2.978, 2.668], [1.110, 1.214, 0.141], [3.739, -3.020, 1.063], [0.645, -3.793, 0.731], [-3.191, -2.019, 0.344], [-4.980, -0.941, 0.813], [5.311, 4.090, 1.724], [-3.230, 2.143, -0.706], [-0.363, 0.350, -3.471], [1.157, 2.998, 4.110]], "forces_ev_per_a": [[-0.048, -0.021, -0.106], [-0.044, 0.026, 0.024], [-0.007, 0.000, 0.005], [-0.155, 0.014, 0.133], [-0.020, 0.016, 0.017], [-0.007, -0.016, 0.025], [-0.155, -0.080, -0.154], [-0.016, -0.063, -0.008], [-0.129, -0.045, -0.124], [0.010, 0.000, -0.023], [-0.024, -0.018, -0.001], [-0.004, -0.007, 0.000], [0.051, 0.011, 0.008], [-0.002, 0.041, -0.067], [-0.002, 0.043, 0.019], [-0.082, -0.021, 0.011], [0.051, 0.024, 0.057], [0.011, 0.008, -0.031], [0.033, -0.020, -0.080], [-0.084, -0.046, -0.028], [0.026, 0.012, 0.045], [0.018, -0.003, -0.010], [-0.038, -0.071, -0.137], [-0.068, -0.032, -0.092], [-0.001, -0.007, -0.004], [0.321, -0.190, -0.022], [0.025, 0.009, 0.083], [-0.048, -0.036, -0.031], [0.005, -0.009, -0.002], [0.007, 0.013, -0.004], [0.003, 0.007, -0.035], [0.196, 0.026, -0.203], [-0.016, -0.006, -0.021], [-0.453, -0.042, 0.329], [0.053, 0.032, -0.012], [0.308, 0.153, 0.234], [-0.071, -0.044, 0.125], [0.055, -0.037, 0.046], [-0.095, 0.068, 0.193], [-0.094, 0.051, -0.025], [0.003, 0.001, -0.008], [0.005, 0.004, 0.035], [0.390, 0.119, -0.231], [0.026, -0.031, -0.023], [-0.018, 0.018, 0.009], [0.394, 0.086, 0.160], [-0.077, -0.061, -0.113], [0.030, -0.039, 0.003], [0.017, 0.008, 0.007], [0.019, -0.008, 0.096], [0.007, -0.010, -0.006], [0.011, -0.020, 0.001], [-0.363, 0.095, -0.222], [0.016, -0.012, -0.004], [0.022, -0.024, 0.032], [0.000, 0.016, -0.006], [-0.016, 0.033, -0.005], [0.008, 0.004, 0.006], [0.017, -0.016, -0.008], [0.081, 0.076, 0.067], [-0.082, 0.021, 0.074]]}



3.
{"formula": "C27H21BrN2O5PSc", "method": "ωB97M-V/def2-TZVPD", "homo_energy_ev": -7.21, "homo_lumo_gap_ev": 6.001, "spin_multiplicity": 1, "total_energy_ev": -141588.49721, "charge": 0, "molar_mass_da": 609.308, "symbols": ["C", "H", "H", "O", "H", "C", "H", "Br", "H", "C", "C", "N", "C", "C", "C", "H", "N", "C", "C", "P", "C", "H", "C", "C", "C", "H", "O", "C", "H", "H", "C", "C", "C", "H", "H", "H", "H", "H", "C", "C", "H", "O", "C", "C", "H", "H", "Sc", "C", "H", "C", "C", "C", "O", "O", "C", "H", "C", "H"], "coordinates": [[-3.063, -0.217, -0.521], [4.538, 0.379, 5.881], [2.374, 0.353, 4.708], [3.244, -3.845, -3.593], [6.650, 0.016, 4.623], [2.559, -3.066, -2.728], [3.708, -4.640, -3.298], [0.097, 0.622, -2.535], [0.578, -1.052, 3.808], [-0.373, 3.912, 3.189], [5.655, -0.213, 2.727], [1.179, -1.553, -0.797], [3.228, -0.021, 2.753], [1.585, 2.684, 2.481], [1.925, -1.964, -3.175], [6.573, -0.379, 2.171], [-2.037, 0.588, -0.196], [4.514, 0.211, 4.808], [-6.225, 2.510, -0.454], [1.651, -0.059, 1.824], [-6.576, 1.183, -0.780], [2.645, 2.692, 2.237], [-4.300, 0.548, -0.556], [1.814, -2.631, -0.424], [-0.528, 1.558, 2.657], [-0.844, 4.839, 3.502], [-3.055, -1.416, -0.765], [4.428, -0.227, 2.057], [1.583, 4.784, 2.965], [-4.592, 3.857, 0.076], [2.498, -3.414, -1.276], [-4.895, 2.848, -0.178], [0.845, 1.492, 2.381], [-6.993, 3.277, -0.416], [-7.613, 0.936, -0.992], [-2.197, 2.765, 3.274], [1.422, -2.254, 2.832], [0.228, 1.832, 0.229], [-0.562, -1.907, 2.210], [3.288, 0.194, 4.138], [1.952, -1.686, -4.224], [-1.212, -2.676, 2.976], [1.184, -1.141, -2.175], [0.754, -1.385, 2.779], [-1.161, 0.680, 2.540], [1.750, -2.852, 0.624], [0.000, 0.000, 0.000], [-1.130, 2.752, 3.066], [4.411, -0.408, 0.984], [0.986, 3.880, 2.889], [5.698, 0.008, 4.102], [-2.521, 1.828, -0.018], [-1.925, 2.853, 0.285], [-0.849, -1.495, 1.053], [-5.602, 0.180, -0.834], [-5.838, -0.848, -1.082], [-3.959, 1.835, -0.240], [3.004, -4.299, -0.899]], "forces_ev_per_a": [[-1.162, -2.799, -0.576], [-0.018, -0.018, -0.157], [0.116, 0.027, -0.154], [-0.323, 0.756, -0.744], [-0.112, 0.013, -0.075], [1.113, -2.880, 3.819], [-0.433, 0.414, 0.712], [1.870, -2.505, -0.683], [0.107, -0.125, -0.147], [-0.185, -0.266, -0.018], [-0.229, -0.014, 0.090], [-0.678, 3.007, -6.102], [0.685, -0.035, -0.281], [-0.042, 0.173, 0.260], [-2.676, 3.737, 1.077], [-0.118, 0.040, 0.070], [1.516, -0.241, -0.002], [-0.303, -0.065, -0.337], [0.190, -0.408, -0.056], [0.840, 0.280, 2.557], [0.371, 0.250, 0.104], [-0.114, -0.063, 0.050], [-1.347, 0.665, -0.032], [0.300, -0.613, 0.208], [0.052, -0.028, 0.466], [0.057, -0.105, -0.032], [0.786, 0.354, -0.183], [0.042, 0.002, 0.242], [-0.036, -0.129, -0.018], [-0.073, -0.010, -0.014], [0.859, -0.345, -3.140], [-0.310, -0.030, -0.046], [-0.398, 0.635, 0.778], [0.074, -0.135, -0.016], [0.130, 0.076, 0.039], [0.179, 0.005, -0.074], [0.067, 0.179, 0.109], [0.734, -0.702, -0.983], [-1.113, -1.840, 3.296], [0.049, 0.001, 0.037], [-0.072, 0.035, 0.195], [1.382, 1.769, -2.305], [1.426, -2.740, 1.531], [0.466, 0.090, 0.541], [0.066, 0.018, 0.155], [-0.001, -0.187, 0.341], [-2.438, 1.655, 0.264], [0.383, -0.125, -0.097], [-0.042, 0.081, 0.134], [0.130, -0.681, -0.247], [-0.106, -0.032, -0.202], [0.445, 3.034, 0.585], [0.006, -0.415, -0.167], [-0.307, -0.206, -0.348], [-0.246, 0.185, -0.011], [-0.056, 0.051, 0.013], [-1.468, 0.107, -0.183], [-0.035, 0.104, -0.247]]}



4.
{"formula": "C27H21CoN3PSe2", "method": "ωB97M-V/def2-TZVPD", "homo_energy_ev": [-9.38, -10.87], "homo_lumo_gap_ev": [5.858, 6.649], "s2": 3.828, "spin_multiplicity": 4, "total_energy_ev": -210414.59668, "charge": 1, "molar_mass_da": 635.313, "symbols": ["C", "H", "H", "C", "H", "H", "H", "C", "H", "H", "C", "C", "H", "H", "P", "C", "H", "N", "C", "H", "C", "C", "N", "C", "C", "C", "C", "H", "H", "C", "C", "C", "H", "C", "H", "C", "C", "H", "H", "C", "H", "Se", "Co", "C", "N", "H", "C", "Se", "C", "H", "H", "C", "C", "C", "C"], "coordinates": [[-2.619, 0.881, 2.465], [4.250, -2.263, 2.994], [-1.296, -2.479, 5.422], [2.005, -0.893, -3.155], [-2.521, -0.368, 4.932], [-0.057, -3.600, 3.561], [3.359, 1.048, -5.572], [2.497, -0.526, -4.395], [4.376, -4.513, 1.973], [-3.605, 1.503, 4.275], [2.001, 0.024, -2.099], [-2.873, 2.260, 0.591], [-4.071, 4.031, 0.839], [3.331, 2.685, -3.717], [1.291, -0.443, -0.502], [3.797, -3.732, 1.498], [-0.668, 0.428, -2.788], [-1.722, 1.285, -1.244], [-3.662, 3.147, 1.305], [-2.524, 4.193, -3.642], [2.958, 1.681, -3.563], [-1.961, -0.382, 2.869], [-1.301, -1.002, 1.863], [-0.641, -2.127, 2.133], [-3.918, 2.865, 2.640], [-1.268, 1.281, -2.497], [-2.463, 2.339, -0.829], [1.838, -3.222, -1.209], [2.926, -0.485, 1.911], [-3.400, 1.725, 3.238], [3.725, -2.472, 2.071], [2.319, -1.719, 0.266], [2.503, -1.243, -5.205], [-1.297, -2.064, 4.423], [-0.115, -2.586, 1.305], [-1.984, -0.889, 4.153], [-2.298, 3.378, -2.969], [-3.366, 4.218, -1.299], [-1.133, 2.254, -4.391], [2.468, 1.318, -2.317], [1.610, -1.892, -3.016], [0.940, 1.242, 0.788], [-1.327, -0.030, 0.158], [-0.612, -2.689, 3.398], [-2.379, 1.178, 1.190], [-4.532, 3.540, 3.220], [-2.773, 3.393, -1.664], [-1.364, -1.948, -1.251], [-1.531, 2.308, -3.388], [3.172, -4.977, -0.136], [2.451, 2.035, -1.505], [2.975, 0.763, -4.601], [2.381, -2.996, -0.299], [3.123, -3.993, 0.311], [2.986, -1.468, 1.463]], "forces_ev_per_a": [[0.045, -0.033, -0.025], [0.006, -0.003, 0.003], [-0.001, 0.001, 0.003], [-0.044, -0.062, 0.081], [-0.002, -0.009, 0.017], [0.001, -0.004, 0.002], [0.001, 0.004, -0.006], [0.036, 0.074, -0.050], [0.003, -0.004, 0.005], [-0.013, 0.010, 0.014], [-0.005, -0.001, -0.112], [0.044, -0.030, -0.030], [-0.013, 0.014, 0.008], [0.005, 0.002, -0.005], [-0.018, 0.174, 0.131], [-0.022, -0.029, -0.054], [-0.022, 0.021, 0.008], [-0.010, 0.203, -0.136], [0.024, -0.034, -0.021], [-0.001, 0.003, 0.000], [-0.005, 0.030, 0.022], [-0.031, 0.091, -0.032], [0.040, -0.069, 0.226], [0.010, -0.025, -0.058], [-0.020, 0.036, 0.028], [0.020, -0.066, -0.011], [-0.014, -0.003, 0.101], [-0.012, 0.026, -0.003], [-0.001, -0.011, 0.006], [0.023, -0.025, -0.028], [-0.002, 0.029, 0.023], [0.013, -0.108, 0.028], [-0.008, -0.012, 0.003], [-0.044, 0.059, 0.006], [-0.018, 0.009, 0.019], [0.042, -0.046, -0.010], [-0.036, 0.018, 0.063], [-0.006, 0.014, -0.013], [0.000, 0.001, -0.005], [0.017, 0.019, 0.060], [-0.009, 0.003, 0.028], [0.115, -0.029, -0.036], [-0.056, -0.465, -0.330], [0.026, -0.026, -0.021], [-0.106, 0.045, 0.045], [-0.001, -0.001, 0.000], [0.037, -0.018, -0.049], [0.016, 0.218, 0.160], [0.026, -0.025, -0.024], [-0.010, -0.002, -0.011], [-0.003, 0.002, -0.012], [-0.014, -0.063, -0.009], [-0.066, 0.050, -0.072], [0.054, -0.018, 0.077], [0.007, 0.065, -0.002]]}